# 1
51
Properties=species:S:1:pos:R:3 method="wB97M-V/def2-TZVPD" total_charge=+2 e_lumo_ha=-0.2032 de_lowest_kj_mol=0.0
O -1.725 1.297 0.182
C 5.284 -0.452 0.099
H -0.845 0.416 7.362
C -0.481 -0.354 3.589
C -1.631 -2.434 -1.514
H -2.658 -2.794 -1.621
C -1.484 -1.176 -2.354
H -2.795 -2.955 1.138
C -0.779 0.155 6.291
H 4.104 3.020 0.349
C -1.726 -0.654 5.716
N -2.199 -1.135 -3.509
H -3.152 -2.131 3.564
O 2.654 0.499 0.009
H 4.832 -1.390 -0.184
H 4.656 2.037 -1.043
N -2.368 -1.491 3.350
C -1.745 -0.038 -4.270
H -1.285 1.642 -7.093
H -2.458 -1.167 6.348
H 1.461 0.692 3.771
C 0.530 0.384 4.230
C -1.747 -1.419 2.132
H -2.474 -0.361 -6.281
C -1.925 0.292 -5.593
C 4.651 2.114 0.061
H -2.630 -1.967 -3.908
S 3.978 0.648 0.824
H -0.695 -2.998 0.219
H -1.925 3.312 -0.036
La 0.420 0.123 0.084
N -0.572 -0.786 2.259
H 0.467 2.713 -5.664
H -3.061 -1.311 0.410
O 0.002 2.594 -0.223
C -0.796 0.607 -3.429
C -1.135 1.309 -6.084
H 5.666 2.157 0.423
C -1.217 2.476 -0.059
C 0.365 0.609 5.587
H -0.981 -3.227 -1.949
C -2.346 -2.005 0.863
H 5.748 0.081 -0.729
H 5.969 -0.635 0.943
C -1.590 -0.824 4.332
C -0.052 1.663 -3.917
C -0.189 1.928 -5.263
N -0.630 -0.182 -2.214
N -1.250 -2.216 -0.124
H 1.126 1.107 6.158
H 0.631 2.230 -3.228

# 2
45
Properties=species:S:1:pos:R:3 method="wB97M-V/def2-TZVPD" e_lumo_ha=0.0143 de_lowest_kj_mol=226.2
H 1.063 -0.690 0.996
C 0.565 1.020 -1.916
C 0.260 -3.911 0.345
H 3.209 0.093 1.525
H 2.202 1.020 -3.283
H -1.196 3.763 -1.004
C -3.847 2.660 2.148
C -1.439 3.284 1.841
C 0.428 3.740 -2.369
C -0.466 3.143 -1.498
C 1.490 -4.358 -0.106
C 1.190 -1.708 0.671
C 3.450 -0.028 0.464
C -0.410 1.771 -1.251
H -1.737 4.188 1.314
O -1.987 -2.849 1.827
H 3.526 -3.823 -0.534
H -2.573 -0.625 1.168
H -0.468 2.966 1.465
C -1.235 -2.147 1.181
H -2.174 1.325 2.262
H -3.403 1.029 0.081
H 0.370 4.804 -2.544
H -4.188 3.509 1.559
H 0.601 -0.044 -1.740
H 2.087 3.456 -3.693
H 2.708 0.503 -0.141
N -0.946 -0.089 0.014
C 2.420 -2.160 0.212
H -3.787 2.967 3.189
H -2.833 2.607 -0.438
C -2.580 1.747 0.181
H -0.587 -4.575 0.409
C -2.481 2.185 1.656
H -1.335 3.527 2.896
C 0.106 -2.580 0.717
C -1.317 1.089 -0.320
C 1.456 1.619 -2.782
H -4.588 1.867 2.068
N -1.640 -0.880 0.838
H 4.438 0.388 0.272
O 3.536 -1.387 0.106
H 1.613 -5.389 -0.403
C 2.562 -3.493 -0.181
C 1.392 2.985 -3.013

# 3
47
Properties=species:S:1:pos:R:3 method="wB97M-V/def2-TZVPD" e_lumo_ha=0.0223 de_lowest_kj_mol=333.0 smiles="C=CCN(c1ccccc1)S(=O)(=O)c1cc2c(cc1C)N(C)CCO2"
H 0.723 -3.857 -1.585
C -1.557 0.676 -1.625
N -2.439 -0.212 0.431
C -2.106 0.881 -0.358
H 3.225 2.284 0.979
C -0.005 -1.313 -0.015
H -5.533 -1.537 2.122
S -1.748 -1.717 0.104
H -1.466 -0.326 -2.007
C 2.211 -1.425 -0.875
H -3.188 -1.043 2.134
C 4.397 0.518 1.366
C -2.276 2.195 0.083
O -2.278 -2.235 -1.126
O -1.949 -2.522 1.274
C -1.166 1.746 -2.405
C 3.325 1.528 1.770
H -6.715 -0.426 1.269
H 5.945 -0.218 -0.518
H 2.901 -1.846 -1.588
C 1.745 -0.006 1.002
H -2.890 0.702 2.268
C 0.884 -1.839 -0.941
H -1.014 3.881 -2.565
C 0.429 -0.420 0.950
O 2.090 0.889 1.981
C -4.703 0.171 1.240
H 3.578 2.020 2.712
C 0.494 -2.860 -1.963
C 5.000 -0.735 -0.673
C -3.272 -0.090 1.611
H 5.351 1.029 1.220
H -4.876 1.066 0.658
H 5.132 -1.791 -0.409
H -0.260 -0.036 1.683
N 3.987 -0.090 0.122
H -0.570 -2.821 -2.169
H -2.713 2.400 1.048
C -1.320 3.046 -1.952
C 2.676 -0.515 0.072
C -1.886 3.259 -0.708
H 1.053 -2.712 -2.885
H 4.511 -0.227 2.167
H -2.027 4.266 -0.343
C -5.698 -0.634 1.557
H -0.744 1.561 -3.382
H 4.743 -0.664 -1.730

# 4
48
Properties=species:S:1:pos:R:3 method="wB97M-V/def2-TZVPD" e_lumo_ha=0.0074 de_lowest_kj_mol=120.6 smiles="Cc1ccc(NS(=O)(=O)c2ccc(C(=O)NC[C@H]3CCCO3)cc2)cc1"
N -0.332 -2.571 -1.109
C 3.410 0.061 -0.664
C 3.543 -3.871 -1.218
C -2.421 0.949 1.243
C 1.004 2.953 -0.172
O -2.202 -3.135 0.034
C 0.525 2.704 1.109
H -0.987 -0.207 -2.151
O 2.401 -3.196 -0.714
C 2.007 -5.531 -0.532
H 3.567 0.298 -1.713
H -0.648 -4.590 -0.933
C 1.014 1.611 1.818
C 1.394 -4.137 -0.350
C -2.262 -0.400 0.985
H -2.547 -1.146 1.712
O -2.935 3.962 1.676
C 1.948 0.773 1.242
O -1.718 4.390 -0.426
H 2.295 2.305 -1.737
C -1.452 -2.285 -0.403
H 2.460 -5.867 0.400
H 3.898 -6.001 -1.542
C -1.373 0.115 -1.196
S -1.918 3.590 0.740
H 0.653 1.419 2.819
H -2.827 1.305 2.177
H -1.314 2.215 -1.682
C 2.413 0.996 -0.049
C -1.556 1.464 -0.948
H 2.654 -5.292 -2.586
C -1.695 -0.819 -0.216
H 4.315 -3.904 -0.436
H -0.693 3.358 2.605
H 0.350 -1.846 -1.272
N -0.482 3.528 1.632
H 4.367 0.139 -0.148
C -2.050 1.865 0.278
H 0.420 -4.107 -2.286
H 1.265 -6.260 -0.847
H 3.928 -3.303 -2.068
C 1.935 2.103 -0.738
H 1.108 -3.941 0.692
C 0.158 -3.921 -1.240
C 3.086 -5.280 -1.584
H 0.624 3.806 -0.710
H 3.072 -0.971 -0.579
H 2.314 -0.079 1.797